Here is 2 unconnected molecules or ions with the total composition C16H17N at a distorted geometry from the Open Molecules 2025 dataset. Energies are from wB97M-V/def2-TZVPD.

Geometry as ORCA input:
```
! RIJCOSX wB97M-V def2-TZVPD def2/J DEFGRID3
* xyz 0 1
C -2.92049 0.01321 -3.23786
C -2.85108 0.79087 -0.76143
C -3.30385 -0.12260 -1.82081
C -3.30672 0.23865 0.43783
C -3.85954 -1.19875 -1.17143
C -1.83267 1.79082 -0.82662
C -1.45470 2.19751 0.43592
C -2.11170 1.82546 1.66667
C -3.06336 0.86742 1.65376
N -4.00346 -0.91367 0.16064
H -1.31541 2.10795 -1.70502
H -0.74288 2.97459 0.64699
H -1.75346 2.26708 2.57619
H -3.11806 0.81157 -3.96726
H -3.19867 -0.90974 -3.75923
H -4.11046 -2.13435 -1.64847
H -4.64768 -1.44750 0.71505
H -3.64552 0.61039 2.56058
H -1.83399 0.08856 -3.26804
C 2.55890 -1.77080 2.38888
C 2.91886 -1.28280 -0.03431
C 3.25394 -0.97936 1.30957
C 3.62964 -0.65328 -1.04749
C 4.33144 0.52159 -0.77838
C 4.19250 -0.00612 1.56812
C 4.64580 0.81342 0.54909
H 2.30960 -2.14596 -0.25866
H 3.44417 -1.19335 -1.97002
H 2.69494 -1.43332 3.40971
H 2.92850 -2.80598 2.53681
H 4.66490 1.11147 -1.62516
H 4.70831 0.07925 2.50887
H 5.26702 1.67398 0.70821
H 1.52516 -1.78623 2.04729
*
```

As for the structure (SMILES): Cc1c[nH]c2ccccc12.Cc1ccccc1. For the largest force on an atom, the calculation gives 0.0550 Eh/bohr. The HOMO-LUMO gap is 8.60 eV. Its LUMO energy is 0.803 eV.

Here is 2 unconnected molecules or ions with the total composition C16H17N at a distorted geometry from the Open Molecules 2025 dataset. Energies are from wB97M-V/def2-TZVPD.

Geometry as ORCA input:
```
! RIJCOSX wB97M-V def2-TZVPD def2/J DEFGRID3
* xyz 0 1
C 5.60731 -1.13979 -1.66453
C 2.25933 0.43232 0.25126
C 2.16044 0.07727 -1.13882
C 3.39376 0.11407 0.97240
C 3.35979 -0.29676 -1.77699
C 4.50646 -0.57944 0.43105
C 4.46079 -0.62895 -0.98773
H 1.29726 0.83810 0.63431
H 1.12969 0.25416 -1.59044
H 3.66972 0.35442 1.97431
H 3.43964 -0.60992 -2.86060
H 5.35698 -1.03143 0.76910
H 5.56531 -2.09512 -2.24658
H 6.37114 -1.28924 -1.02979
H 5.93660 -0.36448 -2.38140
C -4.57407 2.19814 1.92931
C -3.06327 0.55824 0.39674
C -4.08288 0.88729 1.33638
C -3.01083 -0.84103 0.34035
C -4.71183 -0.25722 1.79974
C -1.18126 0.60615 -1.03226
C -1.04354 -0.79075 -1.06838
C -2.09768 1.33809 -0.30626
C -1.93709 -1.49986 -0.25210
N -4.09834 -1.32155 1.16275
H -0.56361 1.23518 -1.60153
H -0.30404 -1.28542 -1.57370
H -2.14500 2.51972 -0.21382
H -1.78649 -2.60245 0.02108
H -5.08270 2.10837 2.84420
H -5.16390 2.79582 1.25529
H -5.66348 -0.33951 2.48947
H -4.39874 -2.22082 0.99423
H -3.60546 2.87640 2.12297
*
```

As for the structure (SMILES): Cc1c[nH]c2ccccc12.Cc1ccccc1. For the largest force on an atom, the calculation gives 0.1300 Eh/bohr. The HOMO-LUMO gap is 8.65 eV. Its LUMO energy is 0.931 eV.

Here is 2 unconnected molecules or ions with the total composition C16H17N at a distorted geometry from the Open Molecules 2025 dataset. Energies are from wB97M-V/def2-TZVPD.

Geometry as ORCA input:
```
! RIJCOSX wB97M-V def2-TZVPD def2/J DEFGRID3
* xyz 0 1
C 0.91646 -2.56476 -3.16399
C -0.36113 0.92674 -3.41166
C -0.07629 -0.22377 -2.64979
C 0.40991 -1.22862 -3.57644
C 0.29240 -0.68858 -4.81145
C -1.03453 2.07326 -1.44978
C -0.93921 2.05236 -2.82006
C -0.89326 0.88351 -0.69603
C -0.33556 -0.23270 -1.27939
N -0.24522 0.58809 -4.74183
H -1.13201 2.99052 -0.87965
H -1.16326 2.92792 -3.42020
H -1.34014 0.88387 0.28802
H -0.16064 -1.10996 -0.66352
H -0.12913 1.25853 -5.48044
H 0.45082 -1.19180 -5.74606
H 1.91734 -2.74521 -3.56145
H 0.32845 -3.39217 -3.57964
H 0.95560 -2.79577 -2.09997
C 2.61026 0.06993 3.54062
C -0.97450 -0.94329 3.31317
C -1.46838 -0.60365 4.57169
C 0.22702 -0.44938 2.83671
C 1.12342 0.12919 3.75174
C -0.66328 0.15752 5.41423
C 0.60893 0.51700 4.97859
H -1.51008 -1.69905 2.76155
H -2.33969 -1.12348 4.94547
H 0.49715 -0.59148 1.79925
H -1.08940 0.45489 6.36616
H 2.97188 0.63006 2.67338
H 2.89060 -0.94438 3.30062
H 1.26142 0.99058 5.70430
H 3.12397 0.36057 4.45473
*
```

As for the structure (SMILES): Cc1c[nH]c2ccccc12.Cc1ccccc1. For the largest force on an atom, the calculation gives 0.0314 Eh/bohr. The HOMO-LUMO gap is 8.77 eV. Its LUMO energy is 0.918 eV.

Here is 2 unconnected molecules or ions with the total composition C16H17N at a distorted geometry from the Open Molecules 2025 dataset. Energies are from wB97M-V/def2-TZVPD.

Geometry as ORCA input:
```
! RIJCOSX wB97M-V def2-TZVPD def2/J DEFGRID3
* xyz 0 1
C 2.49506 1.47330 -1.08619
C 0.33260 1.74978 1.93035
C 0.52528 1.46646 0.57492
C 1.91862 1.75780 0.26352
C 2.42373 2.32964 1.37662
C -0.89592 1.51265 2.52915
C -1.94205 1.18500 1.68363
C -1.77691 0.90347 0.31905
C -0.49471 0.91137 -0.20095
N 1.46592 2.37123 2.38155
H -1.11833 1.45330 3.58664
H -2.93347 1.11101 2.11117
H 1.64144 2.71893 3.30413
H -2.57888 0.79862 -0.39558
H 3.40691 2.69373 1.62939
H -0.24986 0.70907 -1.23188
H 2.84286 0.44205 -1.14617
H 3.39048 2.07969 -1.26292
H 1.80797 1.72670 -1.89064
C -1.61139 -3.02637 0.72116
C 0.24617 -2.95722 -0.95824
C -1.05438 -2.59248 -0.59440
C 0.83702 -2.40417 -2.07968
C -1.77837 -1.80225 -1.47259
C 0.16366 -1.45640 -2.82906
C -1.17756 -1.18829 -2.56240
H 0.76851 -3.74433 -0.43093
H 1.80292 -2.77524 -2.39338
H -1.16310 -3.97204 1.03916
H -2.69224 -3.11963 0.76793
H -2.82054 -1.68165 -1.20378
H 0.59598 -0.97148 -3.69211
H -1.62922 -0.38985 -3.14445
H -1.29656 -2.33612 1.50886
*
```

As for the structure (SMILES): Cc1c[nH]c2ccccc12.Cc1ccccc1. For the largest force on an atom, the calculation gives 0.0244 Eh/bohr. The HOMO-LUMO gap is 8.67 eV. Its LUMO energy is 0.937 eV.